# 1
Density functional theory data (the ωB97M-V functional and the def2-TZVPD basis) for 2 unconnected molecules or ions with the total composition C4H8N3O.

## Properties
gap between HOMO and LUMO	11.37	eV
net charge	+1
ΔE to the lowest compared entry with this formula, charge and spin	86.2	kcal/mol
energy	-396.39882	hartree

Each atom is followed by the atoms it is bonded to, with distances in Å.
Cartesian coordinates (Å):
1 H 0.194 -1.078 1.692  C2 1.164
2 C 0.465 -1.023 0.562  H1 1.164, H3 1.159, H7 1.151, N13 1.444
3 H -0.362 -1.592 -0.016  C2 1.159
4 H -1.717 0.551 0.443  C10 1.137
5 C 1.277 0.921 -0.655  N6 1.170, N13 1.272
6 N 1.841 1.305 -1.606  C5 1.170, H11 0.995
7 H 1.558 -1.367 0.448  C2 1.151
8 C -1.214 -0.057 -2.114  O9 1.139, N14 1.181
9 O -1.166 1.075 -2.235  C8 1.139
10 C -0.730 1.085 0.628  H4 1.137, H12 1.045, N13 1.478, H16 1.016
11 H 2.653 1.863 -1.751  N6 0.995
12 H -0.590 2.062 0.287  C10 1.045
13 N 0.469 0.362 0.152  C2 1.444, C5 1.272, C10 1.478
14 N -1.176 -1.213 -1.874  C8 1.181, H15 0.932
15 H -1.590 -1.945 -2.274  N14 0.932
16 H -0.578 1.108 1.632  C10 1.016


# 2
Density functional theory data (the ωB97M-V functional and the def2-TZVPD basis) for C7H16NO3P in the gas phase.

## Properties
gap between HOMO and LUMO	10.21	eV
ΔE to the lowest compared entry with this formula, charge and spin	3.8	kcal/mol
energy	-898.17248	hartree

Each atom is followed by the atoms it is bonded to, with distances in Å.
Cartesian coordinates (Å):
1 C 1.163 2.288 -0.389  C9 1.536, H12 1.156, H14 1.115, H20 1.058
2 N -0.307 -1.622 0.323  C3 1.437, P4 1.655, C6 1.392
3 C -0.516 -1.809 -1.086  N2 1.437, H5 1.057, H18 1.085, H26 1.158
4 P 0.253 -0.165 0.876  N2 1.655, C9 1.874, O15 1.431, O17 1.777
5 H 0.391 -2.235 -1.423  C3 1.057
6 C 0.178 -2.777 0.930  N2 1.392, H10 1.091, H13 1.165, H21 1.141
7 H 3.473 0.744 -0.664  C27 1.068
8 H -3.149 2.209 1.053  C28 1.054
9 C 1.366 0.767 -0.308  C1 1.536, P4 1.874, H25 1.076, C27 1.561
10 H 0.635 -2.576 1.901  C6 1.091
11 C -1.963 1.026 -0.237  O17 1.325, O24 1.235, C28 1.483
12 H 0.371 2.588 -1.177  C1 1.156
13 H -0.653 -3.554 1.182  C6 1.165
14 H 0.885 2.710 0.605  C1 1.115
15 O 0.665 -0.201 2.246  P4 1.431
16 H -3.944 0.820 0.314  C28 1.145
17 O -1.325 0.649 0.862  P4 1.777, C11 1.325
18 H -1.260 -2.593 -1.172  C3 1.085
19 H 3.222 0.704 1.001  C27 0.991
20 H 2.092 2.639 -0.754  C1 1.058
21 H 0.939 -3.392 0.344  C6 1.141
22 H -3.595 2.308 -0.634  C28 1.046
23 H 2.934 -0.730 0.245  C27 1.179
24 O -1.771 0.773 -1.430  C11 1.235
25 H 1.128 0.165 -1.168  C9 1.076
26 H -0.809 -0.874 -1.702  C3 1.158
27 C 2.828 0.439 0.131  H7 1.068, C9 1.561, H19 0.991, H23 1.179
28 C -3.232 1.699 0.134  H8 1.054, C11 1.483, H16 1.145, H22 1.046


# 3
Density functional theory data (the ωB97M-V functional and the def2-TZVPD basis) for CClN3O2 in the gas phase.

## Properties
gap between HOMO and LUMO	9.88	eV
ΔE to the lowest compared entry with this formula, charge and spin	48.5	kcal/mol
energy	-812.77237	hartree

Each atom is followed by the atoms it is bonded to, with distances in Å.
Cartesian coordinates (Å):
1 C 0.797 1.575 0.219  N2 1.152, N7 1.309
2 N 1.184 2.615 -0.090  C1 1.152
3 O -0.943 -1.599 -0.051  N4 1.501, Cl5 1.522
4 N 0.182 -0.606 -0.008  O3 1.501, O6 1.204, N7 1.195
5 Cl -2.386 -1.123 -0.144  O3 1.522
6 O 1.043 -1.346 -0.407  N4 1.204
7 N 0.123 0.484 0.480  C1 1.309, N4 1.195


# 4
Density functional theory data (the ωB97M-V functional and the def2-TZVPD basis) for C14H20N2OS in the gas phase.

## Properties
gap between HOMO and LUMO	8.59	eV
ΔE to the lowest compared entry with this formula, charge and spin	5.8	kcal/mol
energy	-1128.42721	hartree

Each atom is followed by the atoms it is bonded to, with distances in Å.
Cartesian coordinates (Å):
1 C -2.849 3.021 0.259  C13 1.532, C21 1.529, H23 1.090, H25 1.087
2 H 0.934 -0.918 -1.447  N3 1.009
3 N 1.919 -0.721 -1.353  H2 1.009, C15 1.444, C32 1.355
4 N 1.306 1.485 -1.004  C26 1.444, C32 1.352, H35 1.011
5 H -0.492 0.554 -0.438  C26 1.101
6 C -1.566 -2.501 1.391  C18 1.385, C27 1.385, H28 1.080
7 H 0.884 -4.342 -0.028  C8 1.081
8 C 0.405 -3.509 0.466  H7 1.081, C18 1.384, C19 1.390
9 S 3.783 0.920 -0.443  C32 1.653
10 H -2.817 2.932 -1.927  C13 1.087
11 H -0.308 0.865 -2.189  C26 1.097
12 H -1.475 1.931 1.548  C21 1.100
13 C -2.376 2.425 -1.072  C1 1.532, H10 1.087, C30 1.544, H38 1.090
14 H -1.520 -4.440 0.486  C18 1.080
15 C 2.741 -1.868 -1.047  N3 1.444, H16 1.092, C17 1.542, H33 1.092
16 H 2.433 -2.679 -1.710  C15 1.092
17 C 2.607 -2.295 0.429  C15 1.542, C19 1.501, H20 1.091, H36 1.090
18 C -0.947 -3.564 0.756  C6 1.385, C8 1.384, H14 1.080
19 C 1.159 -2.393 0.811  C8 1.390, C17 1.501, C29 1.390
20 H 3.105 -1.547 1.047  C17 1.091
21 C -1.583 2.935 1.112  C1 1.529, H12 1.100, O22 1.411, H31 1.090
22 O -0.526 3.200 0.215  C21 1.411, C30 1.416
23 H -3.134 4.065 0.129  C1 1.090
24 H -1.300 -0.558 2.248  C27 1.081
25 H -3.683 2.476 0.694  C1 1.087
26 C -0.109 1.265 -1.187  N4 1.444, H5 1.101, H11 1.097, C30 1.536
27 C -0.824 -1.386 1.741  C6 1.385, H24 1.081, C29 1.384
28 H -2.622 -2.544 1.617  C6 1.080
29 C 0.528 -1.332 1.451  C19 1.390, C27 1.384, H34 1.081
30 C -0.843 2.605 -1.030  C13 1.544, O22 1.416, C26 1.536, H37 1.096
31 H -1.534 3.678 1.908  C21 1.090
32 C 2.255 0.524 -0.936  N3 1.355, N4 1.352, S9 1.653
33 H 3.779 -1.602 -1.254  C15 1.092
34 H 1.106 -0.460 1.728  C29 1.081
35 H 1.561 2.372 -0.594  N4 1.011
36 H 3.111 -3.252 0.562  C17 1.090
37 H -0.482 3.291 -1.804  C30 1.096
38 H -2.627 1.366 -1.132  C13 1.090